Computed, not measured: C31H30BCl2LiN11O as an isolated structure, with ωB97M-V/def2-TZVPD.

The value obtained for the electronic energy is -2829.84984 Ha. The spin multiplicity is 2. Its net charge is -2. The energy above the lowest of the compared OMol25 structures with the same formula, charge and spin comes out at 0.0 kcal/mol.

Element x y z (Å)
Li (-0.30, -0.59, 0.60)
C (-2.24, 2.73, 1.28)
C (-1.45, 2.81, 0.02)
C (-0.72, 3.91, -0.49)
C (-0.13, 3.43, -1.63)
N (-0.50, 2.14, -1.78)
N (-1.31, 1.76, -0.76)
B (0.15, 1.15, -2.77)
N (1.60, 0.88, -2.26)
C (2.74, 0.56, -2.92)
C (3.76, 0.52, -1.99)
C (3.14, 0.85, -0.76)
C (3.76, 1.02, 0.59)
N (1.85, 1.05, -0.93)
N (-0.67, -0.15, -2.93)
C (-1.21, -0.60, -4.08)
C (-1.94, -1.72, -3.79)
C (-1.80, -1.89, -2.39)
C (-2.45, -2.96, -1.56)
N (-1.03, -0.93, -1.88)
N (0.15, 1.84, -4.17)
C (-0.84, 2.64, -4.62)
C (-0.61, 2.88, -5.96)
C (0.57, 2.16, -6.25)
C (1.29, 2.03, -7.56)
N (1.01, 1.53, -5.17)
H (-2.94, 3.57, 1.37)
H (-2.79, 1.79, 1.31)
H (-1.58, 2.73, 2.15)
H (-0.64, 4.91, -0.08)
H (0.55, 3.90, -2.33)
H (2.73, 0.40, -3.98)
H (4.80, 0.30, -2.18)
H (4.36, 1.93, 0.63)
H (2.97, 1.07, 1.33)
H (4.41, 0.17, 0.84)
H (-1.03, -0.11, -5.03)
H (-2.50, -2.35, -4.47)
H (-2.60, -3.86, -2.16)
H (-1.85, -3.19, -0.69)
H (-3.43, -2.62, -1.21)
H (-1.63, 2.98, -3.97)
H (-1.20, 3.49, -6.63)
H (0.80, 2.63, -8.33)
H (2.33, 2.35, -7.47)
H (1.29, 0.98, -7.89)
O (-0.46, 0.35, 2.23)
C (0.04, 0.29, 3.39)
C (-0.53, 1.03, 4.48)
C (0.02, 1.02, 5.74)
C (1.17, 0.27, 6.03)
C (1.72, -0.49, 5.01)
C (1.19, -0.52, 3.72)
C (1.80, -1.38, 2.70)
N (1.68, -1.27, 1.40)
C (2.41, -2.30, 0.85)
C (2.99, -3.04, 1.83)
N (2.60, -2.44, 3.01)
H (-1.42, 1.60, 4.26)
H (-0.44, 1.61, 6.53)
H (1.62, 0.29, 7.02)
H (2.61, -1.08, 5.23)
H (2.47, -2.43, -0.23)
H (3.60, -3.92, 1.81)
H (2.71, -2.83, 3.92)
Cl (-3.39, -0.67, 1.53)
C (-2.93, -1.82, 2.76)
C (-3.67, -1.90, 3.92)
C (-3.36, -2.82, 4.92)
C (-2.27, -3.66, 4.72)
C (-1.53, -3.58, 3.56)
Cl (-0.19, -4.71, 3.34)
C (-1.77, -2.65, 2.49)
N (-1.06, -2.57, 1.40)
H (-4.51, -1.22, 4.04)
H (-3.95, -2.87, 5.83)
H (-1.99, -4.39, 5.47)

***

Computed, not measured: C31H30BClF4IrN4O2S as an isolated structure, with ωB97M-V/def2-TZVPD.

The value obtained for the electronic energy is -2956.13467 Ha. Its net charge is -1. The energy above the lowest of the compared OMol25 structures with the same formula, charge and spin comes out at 0.0 kcal/mol.

Element x y z (Å)
Ir (-1.29, -0.08, -0.83)
F (-2.62, -1.67, -5.87)
C (-1.28, -1.68, -5.78)
F (-0.85, -2.58, -6.70)
F (-0.85, -0.48, -6.20)
C (-0.79, -2.03, -4.40)
C (0.07, -3.09, -4.23)
C (0.55, -3.40, -2.97)
C (0.12, -2.63, -1.90)
N (-0.73, -1.62, -2.05)
C (-1.19, -1.26, -3.29)
S (-2.11, 0.18, -3.25)
H (0.39, -3.67, -5.09)
H (1.24, -4.21, -2.80)
H (0.45, -2.84, -0.89)
Cl (2.04, -2.05, 1.63)
C (1.20, -0.66, 2.30)
C (1.92, 0.13, 3.19)
C (1.31, 1.23, 3.76)
C (-0.01, 1.53, 3.43)
C (-0.70, 0.74, 2.54)
C (-0.12, -0.39, 1.94)
C (-0.91, -1.17, 0.95)
H (2.94, -0.13, 3.42)
H (1.86, 1.85, 4.46)
H (-0.49, 2.40, 3.86)
H (-1.71, 1.00, 2.23)
H (-1.86, -1.45, 1.41)
H (-0.39, -2.10, 0.71)
N (4.91, 3.02, 1.49)
C (6.25, 3.13, 1.76)
C (6.97, 3.96, 2.61)
C (8.35, 3.80, 2.62)
C (8.98, 2.84, 1.81)
C (8.25, 2.02, 0.97)
C (6.86, 2.17, 0.95)
N (5.91, 1.49, 0.21)
C (4.77, 2.02, 0.55)
C (3.46, 1.61, 0.04)
C (3.35, 0.51, -0.81)
C (2.09, 0.11, -1.21)
N (0.97, 0.71, -0.83)
C (1.07, 1.80, -0.06)
C (2.29, 2.27, 0.40)
H (4.16, 3.53, 1.91)
H (6.49, 4.70, 3.23)
H (8.95, 4.42, 3.27)
H (10.05, 2.74, 1.86)
H (8.73, 1.27, 0.35)
H (4.24, -0.02, -1.12)
H (1.98, -0.75, -1.86)
H (0.12, 2.27, 0.19)
H (2.28, 3.14, 1.05)
C (-5.81, -2.98, -0.22)
C (-5.23, -1.61, -0.58)
C (-5.91, -1.09, -1.85)
O (-3.84, -1.76, -0.87)
B (-3.18, -0.59, -0.47)
O (-4.04, 0.17, 0.33)
C (-5.23, -0.58, 0.58)
C (-6.41, 0.37, 0.59)
C (-5.07, -1.22, 1.96)
H (-5.77, -3.63, -1.10)
H (-6.85, -2.89, 0.09)
H (-5.23, -3.44, 0.58)
H (-5.69, -1.78, -2.66)
H (-5.50, -0.11, -2.12)
H (-6.99, -1.01, -1.73)
H (-6.46, 0.96, -0.32)
H (-6.31, 1.06, 1.43)
H (-7.35, -0.17, 0.71)
H (-4.24, -1.93, 1.96)
H (-5.98, -1.75, 2.27)
H (-4.85, -0.44, 2.68)
F (-1.70, 1.81, -0.21)

***

Asked for max |F| across the records above, the calculation gives 0.517 0.700 eV/A in order.